# 1
13
Properties=species:S:1:pos:R:3:mulliken_charge:R:1 method="wB97M-V/def2-TZVPD" de_lowest_kcal_mol=126.9 homo_ev="-9.35 / -9.35" orbital_gap_ev="9.24 / 9.24" energy_ha=-837.3381 e_lumo_ev="-0.11 / -0.11"
H 0.248 2.320 1.076 0.251
N -0.463 1.938 0.453 -0.593
C -0.255 0.812 -0.093 0.490
C -1.518 0.202 -0.640 -0.846
C 1.071 0.132 -0.124 0.073
Cl 2.442 1.001 -0.702 -0.134
N 1.269 -1.107 0.163 0.690
O 2.250 -1.836 -0.020 -0.637
O 0.095 -1.586 0.786 -0.420
H -1.873 0.900 -1.472 0.262
H -2.415 0.117 0.030 0.253
H -1.212 -0.797 -0.963 0.300
H 0.361 -2.096 1.505 0.312



# 2
6
Properties=species:S:1:pos:R:3:mulliken_charge:R:1 method="wB97M-V/def2-TZVPD" smiles="FC(F)=C(F)F" de_lowest_kcal_mol=21.5 homo_ev=-10.82 orbital_gap_ev=11.42 energy_ha=-475.5881 e_lumo_ev=0.59
F 1.339 -0.835 -0.841 -0.195
C 0.439 -0.366 0.052 0.365
F 0.873 -0.708 1.331 -0.192
C -0.592 0.309 -0.205 0.393
F -0.817 1.038 -1.338 -0.184
F -1.243 0.561 1.001 -0.187



# 3
64
Properties=species:S:1:pos:R:3:mulliken_charge:R:1 method="wB97M-V/def2-TZVPD" multiplicity=4 s2=3.850 homo_ev="-9.07 / -10.16" orbital_gap_ev="4.88 / 2.87" energy_ha=-3334.4423 charge=+1 e_lumo_ev="-4.19 / -7.29"
C -4.850 -0.683 2.076 -1.036
N -3.430 -0.583 2.363 -0.075
C -2.732 -1.841 2.259 -0.812
C -1.271 -1.723 2.682 -0.629
N -0.590 -0.594 2.026 0.181
C 0.769 -0.449 2.194 0.365
S 2.075 -1.320 2.853 0.054
S 1.710 0.880 1.732 0.158
C -1.361 0.665 2.021 -0.527
C -2.804 0.458 1.593 -0.885
H -5.317 0.291 2.256 0.339
H -5.074 -0.965 1.034 0.380
H -5.324 -1.414 2.731 0.333
H -3.226 -2.547 2.937 0.422
H -2.793 -2.266 1.239 0.358
H -1.250 -1.581 3.777 0.364
H -0.726 -2.644 2.430 0.445
H -1.388 1.097 3.039 0.344
H -0.871 1.381 1.343 0.374
H -2.869 0.275 0.502 0.371
H -3.356 1.382 1.798 0.417
O 1.989 2.757 -1.962 -0.410
C 3.048 3.198 -1.737 0.366
Cr 4.552 4.153 -1.042 -0.157
C 3.821 3.643 0.610 0.533
O 3.242 3.391 1.594 -0.484
C 3.255 5.541 -0.731 0.370
O 2.331 6.181 -0.432 -0.377
C 5.855 5.182 -2.488 -0.615
C 5.810 3.818 -2.791 -0.630
C 6.060 2.861 -1.805 -0.553
C 6.400 3.240 -0.486 1.011
C 6.367 2.271 0.620 -0.263
C 6.192 1.487 1.547 -0.340
C 6.071 0.537 2.588 0.107
C 5.587 1.034 3.860 0.856
C 5.450 2.446 3.996 -0.384
C 4.949 3.047 5.146 -0.674
C 4.510 2.257 6.216 -0.536
C 4.658 0.864 6.129 -0.876
C 5.257 0.269 5.011 -0.453
C 6.553 -0.798 2.290 0.593
C 7.465 -0.920 1.203 -0.523
C 8.117 -2.112 0.901 -0.631
C 7.882 -3.255 1.678 -0.435
C 6.942 -3.181 2.722 -0.759
C 6.210 -2.006 2.953 -0.007
C 6.437 4.630 -0.200 -0.093
C 6.186 5.581 -1.185 -0.732
H 5.633 5.926 -3.254 0.452
H 5.557 3.500 -3.804 0.482
H 5.968 1.792 -2.032 0.553
H 5.755 3.089 3.166 0.313
H 4.899 4.138 5.185 0.398
H 4.034 2.730 7.074 0.398
H 4.309 0.243 6.956 0.416
H 5.468 -0.793 5.024 0.574
H 7.672 -0.043 0.586 0.173
H 8.810 -2.134 0.055 0.390
H 8.383 -4.189 1.423 0.379
H 6.775 -4.065 3.341 0.379
H 5.322 -2.031 3.598 0.211
H 6.638 4.940 0.832 0.533
H 6.223 6.641 -0.929 0.503



# 4
12
Properties=species:S:1:pos:R:3:mulliken_charge:R:1 method="wB97M-V/def2-TZVPD" de_lowest_kcal_mol=55.9 homo_ev=-11.02 orbital_gap_ev=11.04 energy_ha=-319.6231 e_lumo_ev=0.02
N -1.378 1.304 -2.259 -0.098
C -1.049 1.811 -3.264 -0.215
C 0.337 -0.583 -0.266 -0.015
C 1.297 -0.809 0.856 -0.372
N 0.592 -0.301 2.018 -0.412
C -0.525 0.113 1.562 -0.182
N -0.742 -0.028 0.158 -0.482
H 0.492 -0.809 -1.318 0.415
H 1.562 -1.865 0.990 0.305
H 2.232 -0.254 0.701 0.273
H -1.302 0.561 2.173 0.390
H -1.516 0.860 -1.351 0.392



# 5
7
Properties=species:S:1:pos:R:3:mulliken_charge:R:1 method="wB97M-V/def2-TZVPD" smiles="O=[N+]([O-])S(=O)(=O)[O-]" de_lowest_kcal_mol=16.5 homo_ev=-5.79 orbital_gap_ev=10.00 energy_ha=-829.1193 charge=-1 e_lumo_ev=4.21
O 1.618 -0.833 -0.519 -0.546
N 1.050 0.139 -0.130 0.815
O 1.498 1.093 0.429 -0.549
S -0.796 -0.100 -0.014 1.101
O -1.044 -1.422 -0.542 -0.576
O -0.827 -0.059 1.419 -0.604
O -1.499 1.183 -0.642 -0.642



# 6
47
Properties=species:S:1:pos:R:3:mulliken_charge:R:1 method="wB97M-V/def2-TZVPD" smiles="[H]/N=C(/N)NCCC[C@H](NC(=O)[C@@H](N)CCCCN)C(=O)O" de_lowest_kcal_mol=133.1 homo_ev=-7.70 orbital_gap_ev=8.07 energy_ha=-1026.9512 e_lumo_ev=0.37
H 1.906 -1.980 2.120 0.400
N 1.342 -1.924 2.985 -0.761
C 1.138 -0.847 3.634 0.567
N 0.418 -1.264 4.955 -0.648
N 0.947 0.486 3.162 -0.265
C 0.793 0.821 1.774 -0.939
C -0.515 0.171 1.049 1.111
C -1.927 1.115 1.247 -1.226
C -2.279 2.083 0.105 0.206
N -1.676 1.811 -1.087 -0.141
C -1.893 0.704 -1.857 0.251
O -2.585 -0.202 -1.464 -0.590
C -0.682 0.549 -3.019 0.593
N -0.137 1.831 -3.230 -0.827
C 0.448 -0.379 -2.773 -1.154
C 0.280 -1.819 -2.293 -0.654
C 1.649 -2.649 -1.907 -1.068
C 2.339 -2.325 -0.637 -0.840
N 1.534 -2.440 0.548 -0.293
C -1.772 3.463 0.584 -0.018
O -0.738 3.617 1.132 -0.529
O -2.575 4.421 0.120 -0.453
H 0.427 -2.283 4.860 0.292
H 0.858 -0.997 5.852 0.224
H 0.234 0.924 3.697 0.274
H 0.584 1.945 1.742 0.306
H 1.691 0.486 1.242 0.316
H -0.670 -0.929 1.314 0.555
H -0.138 -0.131 0.073 -1.107
H -2.023 1.729 2.223 0.323
H -2.763 0.408 1.305 0.506
H -3.331 1.875 0.044 0.462
H -0.854 2.356 -1.238 0.427
H -1.275 0.362 -3.984 0.367
H -0.793 2.557 -3.103 0.170
H 0.168 1.823 -4.217 0.321
H 1.249 -0.335 -3.590 0.372
H 1.024 0.085 -1.921 0.177
H 0.012 -2.342 -3.128 0.558
H -0.369 -2.185 -1.515 0.469
H 1.580 -3.646 -2.234 0.495
H 2.365 -2.483 -2.765 0.413
H 2.793 -1.374 -0.572 0.330
H 3.192 -2.944 -0.437 0.557
H 1.377 -3.421 0.646 0.265
H 0.695 -1.950 0.396 -0.167
H -2.048 5.226 0.159 0.371



Number 1: strongest force on any atom 0.0566 Eh/bohr. Number 2: strongest force on any atom 0.1521 Eh/bohr. Number 3: strongest force on any atom 0.0580 Eh/bohr. Number 4: strongest force on any atom 0.0229 Eh/bohr. Number 5: strongest force on any atom 0.1128 Eh/bohr. Number 6: strongest force on any atom 0.0926 Eh/bohr.